Entry 1:
15
Properties=species:S:1:pos:R:3:mulliken_charge:R:1 method="wB97M-V/def2-TZVPD" smiles=C[C@@H]1[C@H](O)[C@@H]2O[C@H]12 e_homo_ev=-9.793 de_lowest_kcal_mol=53.9 homo_lumo_gap_ev=10.81
C -0.769 0.253 1.661 -1.336
C -0.584 -0.378 0.296 0.371
C 0.853 -0.751 -0.230 -0.414
O 1.933 -0.097 0.366 -0.564
C 0.442 -0.129 -1.578 -0.186
O 0.333 1.259 -1.255 -0.474
C -0.791 0.405 -0.999 -0.415
H -1.813 0.556 1.805 0.361
H -0.134 1.132 1.800 0.271
H -0.521 -0.467 2.449 0.357
H -1.201 -1.282 0.214 0.337
H 1.067 -1.821 -0.223 0.440
H 1.826 0.835 0.109 0.388
H 0.689 -0.408 -2.598 0.435
H -1.718 0.709 -1.476 0.431


Entry 2:
8
Properties=species:S:1:pos:R:3:mulliken_charge:R:1 method="wB97M-V/def2-TZVPD" total_charge=-1 e_homo_ev="-3.989 / -3.992" de_lowest_kcal_mol=53.0 homo_lumo_gap_ev="8.54 / 8.54"
N 0.409 0.929 -1.234 0.567
N -0.327 -0.957 1.185 1.099
O 0.139 2.120 -1.362 -0.598
O 0.850 -0.689 1.218 -0.707
O -0.950 -1.348 2.194 -0.680
O -0.342 -0.019 -1.415 -0.338
O -1.009 -0.718 0.181 -0.593
H 1.231 0.682 -0.766 0.249


Entry 3:
218
Properties=species:S:1:pos:R:3:mulliken_charge:R:1 method="wB97M-V/def2-TZVPD" total_charge=-1 e_homo_ev=-3.960 de_lowest_kcal_mol=0.0 homo_lumo_gap_ev=5.48
C 8.991 1.662 8.795 -1.480
C 9.173 2.969 9.589 2.519
C 8.220 2.659 10.852 -1.370
C 8.287 3.746 11.921 1.569
C 9.687 3.990 12.422 0.192
C 10.674 4.261 11.303 2.347
N 10.552 3.331 10.110 0.617
O 11.567 3.476 9.038 1.857
C 12.057 3.904 11.867 -0.676
C 10.638 5.787 10.943 1.745
C 8.542 4.112 8.812 0.301
H 8.017 1.652 8.304 -0.240
H 9.024 0.767 9.417 0.232
H 9.774 1.750 8.043 0.018
H 8.466 1.735 11.375 0.483
H 7.172 2.570 10.566 -0.361
H 7.663 3.524 12.786 -0.258
H 7.921 4.650 11.435 -1.030
H 10.029 3.200 13.091 -0.749
H 9.467 4.835 13.075 0.354
H 12.273 4.162 12.904 -0.113
H 12.881 4.322 11.289 -1.037
H 12.052 2.816 11.811 -0.111
H 9.854 6.050 10.233 -1.237
H 11.584 6.121 10.517 -1.088
H 10.491 6.363 11.857 -0.485
H 9.253 4.445 8.056 -0.854
H 8.153 4.974 9.353 -0.381
H 7.714 3.702 8.233 -0.642
C 5.160 1.481 12.444 -0.977
C 5.693 1.123 13.842 2.168
C 5.145 1.987 14.961 -1.257
O 5.763 3.276 15.034 0.135
C 5.156 4.120 15.966 -0.970
N 5.512 -0.297 13.912 -0.716
H 5.229 2.516 12.109 -0.458
H 4.110 1.191 12.436 0.717
H 5.696 0.898 11.696 0.284
H 6.771 1.264 13.911 -1.050
H 5.271 1.565 15.958 0.472
H 4.082 2.184 14.825 0.288
H 4.327 4.703 15.565 0.265
H 5.985 4.818 16.092 0.202
H 4.990 3.655 16.937 0.440
H 5.464 -0.652 14.857 0.253
H 4.624 -0.627 13.561 0.266
C 4.768 5.878 12.666 -1.075
C 5.322 7.009 13.599 0.244
C 6.827 6.944 13.733 1.462
O 7.349 8.173 14.321 -0.593
C 8.689 8.009 14.753 -0.550
N 4.939 8.277 12.991 -0.949
H 5.169 4.912 12.974 -0.062
H 4.956 6.125 11.621 0.093
H 3.678 5.905 12.654 0.514
H 4.891 6.999 14.601 0.390
H 7.309 6.660 12.798 -0.946
H 7.076 6.055 14.313 -0.090
H 9.330 7.632 13.956 -0.010
H 8.941 7.391 15.614 0.288
H 8.973 9.020 15.047 0.437
H 5.612 8.826 13.506 0.465
H 5.378 8.363 12.086 0.288
C 12.913 5.029 16.862 -1.290
C 13.749 6.302 16.395 0.906
C 12.976 7.653 16.193 -0.949
O 12.074 7.499 15.085 -0.199
C 12.744 7.467 13.781 -0.683
N 14.900 6.412 17.278 -0.813
H 12.058 4.935 16.193 -0.002
H 12.586 5.081 17.901 0.389
H 13.466 4.105 16.690 0.386
H 14.074 5.951 15.415 0.022
H 13.637 8.502 16.019 0.428
H 12.449 7.736 17.144 0.293
H 13.633 8.097 13.754 0.508
H 12.060 7.920 13.064 0.160
H 13.014 6.449 13.501 0.105
H 15.389 5.530 17.221 0.329
H 15.518 6.965 16.701 0.315
C 12.129 1.027 17.597 -1.584
C 11.188 0.580 16.442 0.199
C 10.725 1.781 15.578 0.381
O 10.000 2.663 16.423 -0.511
C 9.098 3.585 15.711 0.282
N 11.962 -0.293 15.610 -0.486
H 12.305 0.281 18.372 0.417
H 11.725 1.938 18.039 0.319
H 13.116 1.247 17.192 0.300
H 10.484 -0.179 16.783 0.543
H 10.019 1.346 14.871 -0.132
H 11.576 2.254 15.088 -0.001
H 9.640 4.131 14.939 -0.226
H 8.489 4.350 16.193 0.374
H 8.452 2.884 15.182 -0.160
H 12.252 -1.097 16.147 0.278
H 11.294 -0.683 14.960 0.028
C 12.675 8.046 8.797 -1.506
C 12.842 6.757 7.882 2.543
C 13.665 7.011 6.525 -1.357
O 13.038 7.815 5.572 -0.470
C 13.577 7.962 4.296 -0.842
N 13.697 5.847 8.636 0.493
H 12.237 8.846 8.200 0.513
H 13.587 8.396 9.282 0.217
H 11.938 8.079 9.599 0.178
H 11.840 6.338 7.789 -0.666
H 13.879 6.054 6.048 0.409
H 14.633 7.435 6.794 0.616
H 13.556 7.017 3.754 0.276
H 14.651 8.150 4.323 0.365
H 12.998 8.702 3.743 0.275
H 13.543 4.875 8.411 -0.504
H 13.273 5.824 9.553 -1.064
C 15.563 2.903 9.719 -1.156
C 15.226 1.426 9.899 0.703
C 15.238 0.934 11.350 -0.656
O 14.815 -0.437 11.442 -0.255
C 14.754 -0.963 12.810 -1.012
N 13.981 1.142 9.246 -0.186
H 14.801 3.577 10.110 -0.194
H 15.604 3.029 8.637 0.294
H 16.507 3.157 10.200 0.721
H 15.990 0.877 9.348 0.156
H 14.532 1.510 11.948 0.025
H 16.239 1.011 11.773 0.595
H 14.280 -1.941 12.890 0.257
H 14.142 -0.452 13.553 0.384
H 15.789 -1.003 13.148 0.396
H 13.571 2.046 9.059 -0.418
H 13.396 0.894 10.032 0.041
C 5.996 2.851 5.735 -0.883
C 5.025 3.996 5.890 0.292
C 4.937 4.688 7.234 -0.847
O 4.788 3.681 8.222 -0.214
C 4.905 4.290 9.517 -1.131
N 5.503 4.855 4.814 -0.731
H 7.012 3.194 5.539 0.337
H 5.676 2.204 4.918 0.278
H 5.921 2.239 6.633 -0.100
H 4.062 3.589 5.585 0.337
H 4.061 5.336 7.270 0.492
H 5.715 5.429 7.414 0.355
H 5.937 4.393 9.852 0.393
H 4.356 3.647 10.204 0.155
H 4.408 5.259 9.470 0.681
H 6.476 5.012 5.037 0.185
H 5.126 5.771 5.010 0.324
C 12.044 2.631 5.870 -0.333
C 13.415 3.334 5.785 0.824
O 14.545 2.483 5.572 -0.574
O 12.031 1.616 6.846 -0.469
H 11.911 2.123 4.915 0.629
H 11.279 3.382 6.073 -0.159
H 13.691 3.902 6.674 -0.820
H 13.404 4.071 4.982 0.425
H 15.228 3.041 5.193 0.336
H 11.692 2.028 7.644 -0.630
C 8.611 8.745 9.481 0.489
C 7.688 8.244 10.663 0.587
O 7.045 9.385 11.164 -0.517
O 7.981 9.010 8.211 -0.510
H 9.350 7.946 9.424 -0.463
H 9.148 9.625 9.838 0.417
H 8.400 7.889 11.409 -0.474
H 6.991 7.466 10.354 -0.046
H 6.567 9.773 10.428 0.367
H 7.279 9.648 8.360 0.283
C 11.282 0.170 11.934 1.859
C 10.951 -1.335 12.101 -1.053
O 10.204 -1.451 13.249 -0.645
O 11.477 0.519 10.510 0.927
H 12.245 0.314 12.425 -0.165
H 10.576 0.879 12.365 -0.505
H 11.827 -1.971 11.975 0.178
H 10.211 -1.715 11.396 0.412
H 9.263 -1.429 13.065 0.255
H 11.267 1.449 10.398 -0.607
C 16.409 6.271 10.590 -0.780
C 15.328 6.530 11.606 0.809
O 15.822 7.457 12.635 -0.551
O 17.511 5.443 10.940 -0.520
H 16.875 7.190 10.233 0.542
H 16.061 5.743 9.702 0.225
H 14.929 5.583 11.969 -0.103
H 14.424 7.057 11.303 -0.207
H 16.771 7.380 12.517 0.340
H 18.228 5.661 10.340 0.325
C 4.500 0.429 8.175 0.558
C 4.302 -0.952 8.820 -0.420
O 5.369 -1.926 8.457 -0.537
O 3.446 1.362 8.507 -0.658
H 4.603 0.352 7.093 0.378
H 5.459 0.777 8.559 -0.334
H 3.269 -1.266 8.672 0.301
H 4.323 -0.786 9.897 0.083
H 5.592 -2.480 9.208 0.304
H 3.793 2.198 8.186 0.446
C 10.228 6.639 4.669 -0.733
C 9.678 7.023 6.053 1.080
O 8.419 7.670 6.006 -0.768
O 11.407 5.801 4.756 -0.473
H 10.542 7.442 4.002 0.265
H 9.620 5.906 4.140 0.259
H 10.403 7.732 6.453 0.140
H 9.502 6.135 6.659 -0.430
H 8.365 8.130 6.847 0.585
H 12.098 6.259 5.241 0.243
C 10.600 -1.417 7.704 0.295
C 10.778 -2.371 6.519 -0.764
O 11.620 -2.019 5.456 -0.481
O 11.777 -0.862 8.281 -0.621
H 9.828 -1.826 8.356 0.235
H 10.143 -0.496 7.343 -0.046
H 9.802 -2.499 6.052 0.439
H 11.115 -3.330 6.913 0.256
H 11.170 -2.303 4.657 0.303
H 11.601 -0.229 8.981 -0.118


Entry 4:
20
Properties=species:S:1:pos:R:3:mulliken_charge:R:1 method="wB97M-V/def2-TZVPD" smiles=C[C@H]1[C@@H]2Cc3c[nH]nc3[C@H]12 e_homo_ev=-8.574 de_lowest_kcal_mol=36.2 homo_lumo_gap_ev=9.64
C -0.134 1.289 2.507 -1.568
C -0.097 0.392 1.278 0.040
C -1.252 0.299 0.330 -0.130
C -1.373 -0.923 -0.610 -0.645
C -0.016 -0.967 -1.173 0.342
C 0.850 -1.701 -1.895 -0.909
N 1.960 -0.919 -2.092 0.207
N 1.819 0.328 -1.576 -0.875
C 0.630 0.302 -1.019 0.498
C -0.029 1.130 -0.013 -0.320
H -1.054 1.897 2.545 0.297
H 0.788 1.930 2.500 0.306
H -0.162 0.794 3.453 0.422
H 0.528 -0.407 1.380 0.510
H -2.156 0.893 0.462 0.333
H -2.367 -0.747 -1.188 0.270
H -1.666 -1.900 -0.051 0.226
H 0.954 -2.793 -2.187 0.363
H 2.725 -1.166 -2.730 0.228
H 0.052 2.272 0.079 0.403


Entry 5:
180
Properties=species:S:1:pos:R:3:mulliken_charge:R:1 method="wB97M-V/def2-TZVPD" total_charge=-2 e_homo_ev=-2.614 homo_lumo_gap_ev=5.63
C -3.113 -1.355 5.248 -1.700
C -3.534 -1.433 3.763 1.086
C -4.915 -2.101 3.592 -1.171
C -6.060 -1.104 3.887 -0.374
C -7.053 -0.989 2.712 -1.239
C -6.324 -0.679 1.382 1.028
C -6.511 -1.774 0.316 -1.147
C -5.220 -1.973 -0.519 1.000
C -5.452 -1.917 -2.031 -1.368
C -4.162 -1.431 -2.732 -0.559
C -4.038 0.079 -2.472 -0.321
C -2.610 0.609 -2.319 -1.378
C -1.929 0.031 -1.059 1.762
C -0.822 -0.945 -1.435 -0.809
C -0.366 -1.920 -0.335 -1.936
C 0.051 -1.381 1.037 0.363
N -1.100 -0.996 1.853 0.431
O 0.494 -2.559 1.737 -0.772
P 2.163 -2.906 1.570 1.202
O 3.861 -3.180 1.419 -0.481
Cl 2.581 -2.557 3.767 -0.521
C 1.756 -4.754 1.875 -0.837
C 2.493 -5.483 2.986 -0.342
N 2.514 -6.958 2.677 -0.643
O 2.437 -1.273 1.142 -0.378
C 1.280 -0.443 1.154 3.097
C 1.431 0.350 2.471 -2.561
C 0.441 1.527 2.717 -0.090
C 0.060 1.586 4.204 -0.789
C -1.270 2.280 4.514 -0.947
O -2.340 1.316 4.582 -0.395
C 1.510 0.607 0.011 -0.624
O 0.614 1.449 -0.299 -0.824
O 2.584 0.566 -0.624 -0.700
H -3.092 -0.312 5.564 0.215
H -3.822 -1.874 5.888 0.502
H -2.119 -1.776 5.371 0.416
H -2.796 -2.002 3.202 0.272
H -3.580 -0.444 3.313 -0.275
H -4.998 -2.929 4.293 0.706
H -4.950 -2.464 2.567 0.160
H -5.675 -0.103 4.081 -0.209
H -6.631 -1.473 4.739 0.434
H -7.776 -0.206 2.942 0.372
H -7.585 -1.939 2.651 0.431
H -5.270 -0.543 1.615 -0.544
H -6.719 0.263 1.004 0.139
H -6.803 -2.727 0.753 0.369
H -7.299 -1.444 -0.360 0.382
H -4.557 -1.152 -0.269 -0.869
H -4.773 -2.937 -0.286 0.422
H -6.218 -1.177 -2.280 0.341
H -5.813 -2.864 -2.436 0.547
H -4.271 -1.609 -3.800 0.497
H -3.351 -2.014 -2.300 0.083
H -4.502 0.588 -3.323 0.583
H -4.617 0.370 -1.593 0.011
H -2.616 1.698 -2.332 0.453
H -2.035 0.297 -3.193 0.414
H -2.681 -0.497 -0.468 -0.797
H -1.511 0.834 -0.456 0.011
H -1.211 -1.572 -2.246 0.809
H 0.000 -0.389 -1.877 -0.097
H 0.400 -2.558 -0.765 0.224
H -1.225 -2.557 -0.115 0.256
H -1.467 -0.096 1.581 0.014
H -0.800 -0.990 2.817 0.242
H 2.124 -3.229 0.180 -0.478
H 4.285 -2.809 2.196 0.206
H 0.681 -4.890 1.969 0.210
H 2.055 -5.248 0.953 0.395
H 1.973 -5.372 3.936 0.214
H 3.534 -5.189 3.046 0.340
H 1.683 -7.407 3.038 0.217
H 3.309 -7.397 3.125 0.194
H 1.391 -0.310 3.334 0.310
H 2.435 0.767 2.445 0.763
H 0.980 2.448 2.499 0.401
H -0.413 1.524 2.051 -0.042
H 0.022 0.601 4.672 0.484
H 0.840 2.158 4.713 0.399
H -1.528 3.060 3.805 0.562
H -1.179 2.706 5.519 0.295
H -2.089 0.712 5.283 -0.019
C 5.858 -3.108 -1.068 -0.694
O 6.317 -4.120 -2.001 -0.253
C 5.403 -5.029 -2.315 0.693
O 4.277 -5.092 -1.921 -0.511
O 5.972 -5.897 -3.180 -0.341
C 5.090 -6.932 -3.598 -0.642
H 6.697 -2.437 -0.902 0.259
H 5.030 -2.542 -1.488 0.380
H 5.560 -3.546 -0.119 0.248
H 4.226 -6.518 -4.117 0.287
H 4.762 -7.529 -2.748 0.304
H 5.652 -7.562 -4.284 0.204
C -10.544 -3.308 -3.553 -0.599
O -10.729 -2.197 -4.433 -0.347
C -9.788 -1.258 -4.313 0.788
O -8.859 -1.278 -3.552 -0.479
O -10.058 -0.268 -5.165 -0.342
C -9.056 0.754 -5.141 -0.496
H -11.364 -3.995 -3.745 0.197
H -9.600 -3.808 -3.758 0.290
H -10.580 -2.986 -2.514 0.280
H -8.097 0.346 -5.453 0.283
H -8.971 1.192 -4.149 0.197
H -9.364 1.520 -5.847 0.217
C -5.235 4.123 -0.823 -0.555
O -6.397 4.060 0.019 -0.241
C -7.405 3.370 -0.493 0.851
O -7.417 2.831 -1.562 -0.603
O -8.408 3.368 0.390 -0.270
C -9.555 2.639 -0.041 -0.615
H -4.494 4.708 -0.286 0.250
H -4.840 3.127 -1.007 0.074
H -5.472 4.615 -1.765 0.373
H -9.307 1.592 -0.205 0.234
H -9.969 3.073 -0.950 0.290
H -10.288 2.714 0.758 0.204
C 2.399 1.779 -3.145 -0.469
O 2.563 2.899 -4.068 -0.364
C 1.452 3.399 -4.556 0.773
O 0.325 3.035 -4.345 -0.533
O 1.778 4.427 -5.375 -0.369
C 0.653 5.056 -5.971 -0.623
H 3.389 1.474 -2.832 0.307
H 1.832 2.074 -2.267 0.176
H 1.911 0.948 -3.651 0.242
H -0.002 5.481 -5.210 0.282
H 0.096 4.353 -6.589 0.276
H 1.039 5.857 -6.599 0.202
C 3.564 3.063 0.917 -0.268
O 4.590 3.318 1.906 -0.259
C 4.764 4.580 2.226 0.717
O 4.172 5.536 1.793 -0.567
O 5.745 4.648 3.150 -0.340
C 6.032 5.969 3.585 -0.649
H 3.500 1.994 0.731 -0.041
H 2.599 3.401 1.287 0.231
H 3.805 3.564 -0.018 0.444
H 5.159 6.422 4.053 0.285
H 6.372 6.586 2.754 0.285
H 6.830 5.887 4.320 0.218
C -4.623 2.488 3.445 -0.255
O -5.829 3.200 3.803 -0.357
C -5.779 4.508 3.618 0.871
O -4.850 5.142 3.186 -0.599
O -6.957 5.029 3.997 -0.360
C -7.040 6.440 3.841 -0.636
H -4.803 1.439 3.644 -0.047
H -4.409 2.619 2.384 0.207
H -3.797 2.826 4.045 0.495
H -6.921 6.721 2.796 0.254
H -6.290 6.942 4.451 0.298
H -8.031 6.732 4.179 0.225
C 12.334 -1.067 0.913 -0.611
O 11.298 -2.048 0.914 -0.331
C 10.817 -2.334 -0.296 0.816
O 11.200 -1.839 -1.329 -0.544
O 9.867 -3.242 -0.166 -0.306
C 9.245 -3.648 -1.396 -0.606
H 12.630 -0.930 1.949 0.208
H 13.191 -1.411 0.336 0.285
H 11.970 -0.121 0.517 0.286
H 9.981 -4.095 -2.064 0.307
H 8.761 -2.803 -1.877 0.285
H 8.496 -4.388 -1.149 0.170
C 12.346 -0.645 -3.582 -0.535
O 12.295 0.442 -4.525 -0.330
C 13.081 1.463 -4.229 0.807
O 13.811 1.555 -3.276 -0.558
O 12.930 2.396 -5.178 -0.322
C 13.722 3.563 -4.978 -0.633
H 11.662 -1.406 -3.939 0.229
H 13.354 -1.057 -3.541 0.282
H 12.031 -0.317 -2.605 0.311
H 14.783 3.315 -4.981 0.285
H 13.456 4.055 -4.044 0.293
H 13.507 4.230 -5.808 0.214


Entry 6:
9
Properties=species:S:1:pos:R:3:mulliken_charge:R:1 method="wB97M-V/def2-TZVPD" e_homo_ev="-8.654 / -8.649" de_lowest_kcal_mol=81.7 homo_lumo_gap_ev="5.19 / 5.25"
C -1.282 0.463 0.161 0.596
C 1.195 -0.068 0.116 -0.254
C -0.184 -0.299 -0.417 -0.511
O -1.162 1.269 1.076 -0.486
S 2.231 -1.314 -0.463 -0.196
Cl -2.841 0.120 -0.507 -0.166
H 1.596 1.021 0.071 0.339
H 0.806 -0.128 1.102 0.302
H -0.359 -1.064 -1.138 0.378


In eV, the total energy values for the records above are, in order, -9407.4946 -13227.6784 -112061.1614 -11436.1819 -137584.7944 -28560.6433.